1.
The following is a DFT calculation (ωB97M-V/def2-TZVPD) of a 40-piece molecular cluster, H80O40 overall.

```
120
Properties=species:S:1:pos:R:3:forces:R:3:lowdin_charge:R:1
O 3.0508 -0.2153 -2.3440 -0.595 -0.827 1.836 -0.12
O 3.3749 -5.0255 -0.2126 -0.240 -1.028 1.184 -0.07
O 4.7882 -2.9934 0.9619 0.568 0.404 0.268 -0.10
O 2.1328 -1.5975 -4.8031 0.497 -0.254 -0.612 -0.02
O 0.9154 -4.2476 4.1346 -0.211 0.588 -0.526 -0.04
O 0.7231 3.1120 -3.3951 -2.372 -1.047 -1.284 -0.01
O 5.8886 0.3171 -2.4182 3.920 -0.411 1.073 -0.04
O -2.3124 -0.2795 -0.1865 4.672 -1.324 -0.053 -0.10
O -2.3933 0.6584 3.3680 -1.485 -0.578 1.863 -0.12
O -3.3141 -1.5056 4.7942 -2.371 0.342 -0.623 -0.03
O -0.0021 4.3067 3.7194 1.029 1.149 -0.753 -0.06
O -3.7680 -1.5133 1.4892 0.801 0.470 0.414 -0.10
O 1.6548 -0.6643 3.2024 2.569 2.999 0.962 -0.05
O -5.0070 1.2533 -3.9128 1.646 0.969 -0.577 -0.05
O -0.8102 0.8294 5.6016 -0.141 -1.364 -0.738 -0.02
O -3.0977 3.5604 -2.4656 1.931 -3.640 -1.302 -0.09
O 5.3709 -2.5615 -2.1540 -4.181 -2.193 -1.540 -0.03
O 3.2340 2.1691 0.2003 1.843 0.376 -0.281 -0.11
O -3.6887 5.3464 -0.3593 1.117 -0.640 -0.212 -0.09
O 0.7156 -1.0130 -2.1537 -0.999 -0.938 0.850 -0.07
O 2.4568 -2.2412 -0.3351 2.919 2.447 -1.768 -0.12
O -1.0629 -2.6497 -0.3747 -3.136 -1.536 0.710 -0.03
O 5.5758 2.4284 -0.6056 2.030 1.586 -0.610 -0.05
O -5.0438 -3.4381 -0.4069 -3.581 -0.309 1.384 0.00
O 4.9253 0.0417 1.2947 0.940 0.253 -0.791 -0.04
O 1.8781 1.2245 6.0286 -4.033 -0.804 0.675 -0.07
O -0.9735 -2.7489 2.4196 -1.695 0.015 0.563 -0.10
O -2.9369 -4.6011 -2.4051 -1.941 0.462 -0.844 -0.04
O -0.5184 1.4081 -1.1437 -0.211 2.166 1.397 -0.13
O -1.3869 3.5972 0.0449 0.007 -0.229 -0.040 -0.06
O 1.1504 3.9923 -0.6814 -4.154 -0.048 2.908 -0.05
O 1.1766 -0.2704 0.6602 -1.881 0.059 -1.640 -0.06
O -0.8055 6.3385 -1.0472 -0.788 0.595 -0.027 -0.03
O 1.4464 -4.3267 1.5195 -0.789 5.143 -1.823 -0.03
O -0.0382 1.2663 2.2816 -2.053 -2.750 1.903 -0.07
O -3.3142 1.9615 1.3794 -0.258 -0.494 0.173 -0.07
O -0.2096 -5.1076 -2.3166 -1.057 2.251 -1.468 -0.01
O -2.5290 2.7478 -5.2088 2.139 -0.194 -1.517 -0.05
O -2.3275 -1.2834 -3.4625 0.947 -1.123 1.034 -0.06
O -5.4603 1.3710 -1.1971 -2.634 0.123 -1.417 -0.05
H -2.2000 3.3727 0.4951 -0.439 -0.501 0.752 0.00
H 5.6584 0.1242 0.6404 -0.916 -0.140 0.386 0.06
H -0.7233 0.6442 2.8432 3.163 2.840 -3.121 0.11
H 4.5355 -3.8766 0.6395 -0.740 0.878 0.536 -0.01
H 0.4797 -4.6263 -2.7912 0.096 -0.429 0.304 0.06
H -3.2273 -1.4331 3.8292 0.582 -0.537 0.576 0.01
H 1.2309 -1.4101 -5.0317 -0.621 0.131 -0.244 0.02
H -4.1620 -3.4703 -0.5988 3.575 -0.078 -1.262 -0.05
H -5.4064 -2.6182 -0.7247 -0.093 0.377 -0.398 0.04
H 2.9322 0.3551 -1.5453 -0.007 -0.021 -0.699 0.04
H -4.7029 1.5282 -3.0508 -0.551 -0.712 0.322 -0.04
H 4.2477 2.3379 0.0275 -2.832 0.382 0.763 0.00
H -3.4994 4.3702 -0.3044 -0.435 1.946 -0.209 0.01
H -0.0683 2.3109 -1.2788 -0.632 -1.819 0.015 0.05
H 2.0036 3.9804 -0.9804 3.638 -0.466 -0.416 -0.02
H -1.3740 -0.6682 -0.5877 -4.082 1.283 1.526 0.12
H 0.4085 -0.3257 -1.5150 0.136 0.402 -0.946 0.04
H 0.6824 -3.7044 1.7522 1.320 -1.917 -0.608 0.04
H 2.8614 -1.3084 -0.7265 -1.536 -3.645 2.056 0.10
H 0.3413 -0.8852 -3.0292 -0.494 0.594 0.232 0.07
H -0.6172 -3.1989 3.2291 -0.956 0.110 -0.652 0.05
H 1.5198 -2.1608 -0.4540 -0.471 0.400 0.166 -0.02
H -3.0731 -0.7938 1.5444 -1.362 -1.355 -0.814 0.01
H -2.8570 5.7265 -0.7543 -1.145 -0.937 0.743 0.02
H 6.1792 2.8911 -1.2476 -0.966 -0.803 0.951 0.12
H -2.8079 -0.0753 -0.9486 -0.949 0.544 -1.648 0.02
H 0.4804 4.0281 -3.3806 0.786 0.527 0.475 0.03
H 1.0732 -1.3741 3.0997 -2.097 -0.878 -0.458 -0.02
H 2.3707 -0.9706 -2.1113 1.278 2.266 -1.280 0.03
H -2.0021 -2.7719 2.3685 2.312 -0.102 0.516 0.10
H 1.4895 -0.2525 1.5457 1.449 -0.562 0.901 -0.04
H -0.1367 5.2620 3.8456 -0.851 -0.354 0.442 0.05
H -0.9999 4.2587 0.6105 0.150 0.694 0.050 0.05
H -4.8524 1.8226 -1.7511 1.921 1.145 0.782 -0.05
H -2.3393 -4.4281 -3.1282 0.607 -0.330 0.277 0.01
H -3.9367 -1.6679 0.5253 0.495 0.346 1.467 0.03
H -6.1796 1.5387 -1.8978 0.415 -0.921 2.007 0.10
H -4.2082 1.6851 -4.2940 -0.792 -0.625 -1.286 0.02
H 1.2242 -4.2908 5.0328 0.160 0.001 0.628 0.05
H 3.2907 1.6635 1.0149 -0.247 -0.407 0.046 0.01
H -2.5310 -1.6075 5.2945 1.549 -0.109 0.021 0.02
H -0.5759 1.1015 6.4663 0.204 0.530 1.355 0.04
H 0.2486 -0.0701 0.8779 0.426 0.305 -0.821 0.02
H 0.1441 -5.8246 -1.8634 1.305 -1.867 1.076 0.01
H -2.7463 1.1733 1.5270 -0.420 1.002 -0.424 0.00
H -2.5439 2.8453 -2.9983 -1.262 2.181 0.777 0.09
H -4.0240 1.8064 2.0317 0.356 0.403 -0.652 0.07
H 5.4172 0.1226 2.1127 -0.089 -0.131 0.470 0.05
H 1.5716 2.8470 -3.1175 1.522 0.388 0.592 0.02
H -2.9031 3.0602 -1.6498 -0.195 0.901 0.388 0.02
H 4.5516 -2.6208 -1.5711 1.468 0.147 -0.897 0.05
H -1.3455 6.6458 -1.7734 -1.043 0.621 0.030 0.04
H -0.0984 6.0740 -1.6048 1.816 -1.024 0.017 0.01
H -2.4649 -4.7687 -1.6102 1.248 -0.111 0.537 0.00
H 1.1307 0.6096 6.4045 2.518 1.719 -1.459 0.07
H 1.3336 0.2892 3.0764 -0.406 -2.238 0.608 0.07
H 2.1444 -1.7340 -3.8630 0.157 0.000 0.469 -0.01
H 5.9666 -2.1353 -1.6360 2.712 1.467 2.875 -0.04
H -2.8077 3.4424 -4.6472 -0.761 1.389 0.782 -0.01
H -0.0893 2.1459 2.6352 -0.516 0.830 0.543 0.03
H -1.2946 1.5572 5.2527 -0.586 1.228 -0.253 0.04
H 4.1882 -5.0590 -0.7128 -0.644 0.100 -1.285 0.05
H 6.2155 -0.6237 -2.3904 -1.606 1.723 -0.612 0.06
H -1.1256 -2.7429 0.5974 1.251 0.458 -0.883 0.02
H 1.3752 -5.1256 1.9305 -0.762 -3.201 1.967 -0.01
H -1.6818 3.1249 -5.5987 -1.498 -1.020 0.639 0.09
H -0.3233 -2.3112 -0.8059 2.319 0.651 -0.357 -0.04
H 2.6480 0.8097 6.3251 2.108 -0.967 0.681 0.00
H 3.9817 -2.4624 1.1244 0.412 -0.878 -0.405 0.01
H -1.0354 1.6173 -0.2884 1.247 -0.657 -2.007 0.05
H 5.1685 1.7205 -1.0872 0.441 -1.014 -0.965 0.00
H -3.1388 0.4216 4.0488 2.267 0.253 -1.362 0.14
H -1.5317 0.5398 3.8178 -1.700 -0.414 1.099 0.00
H 1.0997 3.6650 0.2791 0.813 0.502 -2.524 0.09
H 2.5261 -4.7541 -0.6006 1.199 0.297 -0.289 0.04
H 1.5513 -3.6816 3.6619 0.076 -0.518 0.133 0.05
H -2.7529 -1.4664 -4.3042 -0.103 -0.265 0.073 0.04
H -2.0645 -2.1530 -3.0346 -0.829 1.407 -0.854 0.04
H 5.0004 0.4307 -2.6347 -2.512 -1.174 -0.933 -0.03
H 0.8258 4.4411 3.2167 -0.125 -0.909 0.219 0.05
```
Positions in Å, forces in eV/Å.

Computed properties:
Lowest unoccupied orbital energy (eV): -0.56
Charge: 0
HOMO-LUMO gap (eV): 9.6

***

2.
The following is a DFT calculation (ωB97M-V/def2-TZVPD) of C2H6N2S as an isolated structure.

```
11
Properties=species:S:1:pos:R:3:forces:R:3:lowdin_charge:R:1
S 2.5802 -0.0971 -0.1596 1.220 2.719 0.454 0.52
N 0.2883 1.4597 -0.3056 -5.459 -1.542 3.676 0.04
N 0.9913 -0.7843 -0.4230 -0.676 0.107 8.172 -0.41
C -0.0900 0.2135 -0.0058 5.735 3.146 -5.705 -0.62
C -1.3177 -0.4409 -0.1381 -4.923 -4.579 2.290 -0.12
H 0.9420 -1.2504 0.8512 -0.097 0.566 -4.805 0.18
H -1.5093 -1.1853 0.7623 0.481 1.463 -1.239 0.12
H -1.3698 -1.2191 -0.9241 0.853 0.668 -0.047 0.10
H -2.3078 0.0062 -0.2448 0.565 1.107 0.210 0.08
H 2.4837 1.3681 0.5775 -0.386 -3.402 -1.658 0.00
H -0.6911 1.9298 0.0101 2.686 -0.255 -1.349 0.11
```
Positions in Å, forces in eV/Å.

Computed properties:
Lowest unoccupied orbital energy (eV): 0.33
Charge: 0
HOMO-LUMO gap (eV): 8.9

***

3.
The following is a DFT calculation (ωB97M-V/def2-TZVPD) of a 7-piece molecular cluster, C32H73FN2O9P overall.

```
118
Properties=species:S:1:pos:R:3:forces:R:3:lowdin_charge:R:1
P 0.7551 0.8290 1.9157 -0.869 0.461 -0.475 1.02
F 2.5335 0.3527 -2.8179 0.438 0.644 0.594 0.14
O -2.0126 2.8363 -1.5266 -0.216 -0.216 0.201 -0.07
O -7.1167 -0.9101 -3.9165 0.020 0.202 -0.012 -0.07
O 6.1933 0.9610 1.0081 0.045 -0.091 0.300 -0.01
O 4.8462 -4.2413 2.9275 -0.127 -0.219 0.198 -0.08
O 0.9873 -1.1272 -2.6540 -1.676 -3.634 -2.035 0.20
O -4.5693 0.0142 -0.5168 0.134 -0.345 0.050 -0.06
O 5.9276 -4.5706 -0.2482 -0.178 -0.092 0.237 -0.07
O -4.1366 7.8916 1.9888 -0.273 0.009 0.171 -0.06
O 2.0549 2.4513 -1.0092 0.353 1.598 -0.651 0.16
N 0.9148 0.4577 -1.0955 1.647 0.885 0.019 0.16
N 5.2524 0.6594 1.8279 -1.089 0.448 -0.998 -0.12
C 4.1507 -5.3030 3.5777 0.639 -0.356 -0.019 -0.48
C 4.1543 -1.5013 2.6754 0.316 0.949 -0.583 -0.03
C 1.0635 0.8200 3.7444 0.222 -0.274 -0.147 -0.28
C 5.3899 -1.4022 0.5377 -1.014 0.014 -0.068 -0.04
C 3.1558 -0.3136 0.6821 0.690 0.748 -0.690 -0.07
C 5.4296 3.0539 2.2498 -0.676 -0.035 0.496 -0.05
C -3.7045 5.8681 0.7519 -0.117 -0.182 0.110 -0.06
C -1.5355 -0.7038 1.6486 0.117 -0.223 0.215 -0.18
C -8.4930 -0.9114 -4.2930 0.033 -0.711 -0.024 -0.50
C -2.5303 3.1158 -2.8303 0.675 0.122 -0.251 -0.49
C 4.4861 1.8042 2.3522 0.716 1.826 0.994 -0.44
C 3.1986 2.1907 1.5504 0.089 -0.391 0.267 -0.09
C -6.7693 0.5009 0.3424 -0.061 -0.190 0.127 -0.06
C -4.4492 7.9724 -0.3985 -0.211 0.118 -0.053 -0.07
C -1.9442 2.1319 -3.8306 -0.116 -0.231 0.024 -0.06
C 4.7445 -5.5333 4.9591 -0.120 0.130 0.177 -0.06
C 0.0174 -0.8628 1.5730 -0.303 0.313 0.580 -0.40
C -6.0768 1.1786 -1.9743 0.035 0.083 -0.223 -0.07
C -4.5546 7.1244 0.8603 0.674 0.087 -0.254 -0.50
C 1.8264 1.4332 -0.4645 -0.624 -0.755 1.250 -0.46
C 5.4003 -4.5223 -2.5987 -0.208 0.132 -0.017 -0.06
C 5.4019 -5.3495 -1.3223 0.620 0.061 -0.336 -0.50
C 6.2261 -6.6175 -1.4858 -0.086 -0.184 0.142 -0.06
C -9.3089 -1.6472 -3.2408 -0.073 0.153 0.175 -0.06
C 1.4539 -0.1703 -2.2318 0.051 1.944 1.493 -0.58
C -5.9416 0.1348 -0.8809 0.040 0.686 0.195 -0.50
C -2.2043 4.5526 -3.2071 -0.153 0.172 0.085 -0.05
C 2.3744 1.0299 0.9206 -0.064 -1.057 0.276 -0.42
C 4.2290 -6.5607 2.7253 -0.205 -0.044 -0.148 -0.06
C 4.4751 -0.5388 1.4798 0.227 -2.317 -0.477 -0.43
C -8.6481 -1.5546 -5.6625 0.014 0.167 -0.184 -0.06
C 4.2736 1.6385 3.8850 0.182 -0.356 -0.101 -0.04
H 4.9835 -5.0861 -3.4352 0.030 0.027 -0.005 0.08
H -5.7174 2.1533 -1.6259 -0.095 -0.028 0.173 0.08
H 0.0105 0.8784 -1.3050 0.010 -0.253 0.095 0.14
H 6.8352 -4.3305 -0.4713 -0.091 -0.003 -0.048 0.09
H 4.8720 -2.3634 0.3846 0.385 0.236 0.208 0.07
H -6.4358 1.4535 0.7647 -0.032 0.048 -0.113 0.08
H 5.2704 1.6288 4.3578 -0.372 -0.102 -0.143 0.09
H 5.8339 -7.2439 -2.2891 0.042 0.005 0.005 0.08
H -5.5968 6.8489 1.0306 0.026 0.104 0.168 0.14
H -2.6478 6.1218 0.6262 -0.041 0.055 -0.119 0.08
H -9.6908 -1.5512 -5.9856 0.024 -0.035 -0.005 0.08
H 6.3800 -1.5665 0.9791 -0.271 0.026 -0.216 0.09
H -2.0480 -1.3914 0.9576 0.191 0.250 0.257 0.07
H -9.1815 -1.1806 -2.2620 -0.031 0.041 -0.045 0.07
H -8.0511 -1.0225 -6.4048 -0.051 0.039 0.032 0.08
H 1.5249 1.7826 4.0053 -0.090 -0.436 0.076 0.02
H 4.6901 -4.6211 5.5560 -0.062 -0.025 -0.020 0.08
H -6.8204 -1.8273 -3.8709 -0.044 0.064 -0.037 0.09
H -1.1229 4.7168 -3.2179 0.000 -0.104 -0.086 0.09
H -1.8506 0.3253 1.4172 0.091 -0.368 -0.035 0.04
H -8.2917 -2.5886 -5.6468 -0.090 -0.016 0.093 0.08
H -5.4704 0.9056 -2.8380 -0.112 -0.076 -0.007 0.07
H 5.5625 3.3970 1.2182 0.232 -0.279 0.296 0.08
H -2.1789 1.1059 -3.5400 -0.086 0.035 -0.019 0.08
H 5.0852 -1.6394 3.2422 -0.533 -0.015 0.194 0.09
H 1.6570 -0.0309 4.1129 -0.071 0.363 -0.071 0.02
H 3.4496 -0.3301 -0.3895 -0.078 0.056 0.444 0.11
H 3.5080 2.9495 0.8150 -0.320 -0.608 -0.110 0.11
H 6.3808 2.8326 2.7535 -0.195 0.143 -0.428 0.09
H 3.9030 -2.4576 2.2119 -0.011 0.282 0.327 0.06
H -1.0542 2.9500 -1.5577 -0.076 0.194 -0.009 0.07
H 6.4161 -4.2115 -2.8595 0.025 -0.124 -0.001 0.08
H -1.8797 -0.9353 2.6694 0.003 0.138 -0.348 0.06
H 6.2258 -7.1963 -0.5602 -0.067 0.005 -0.030 0.07
H -4.0168 5.2521 -0.0940 0.068 -0.019 0.013 0.07
H -2.6231 5.2451 -2.4742 -0.051 -0.035 -0.034 0.07
H -10.3712 -1.6469 -3.4918 0.017 -0.034 0.019 0.08
H 0.0827 0.7800 4.2485 0.260 0.044 -0.397 0.04
H -6.6522 -0.2526 1.1235 -0.029 -0.023 -0.057 0.08
H -4.7821 7.4179 -1.2783 0.035 0.023 -0.005 0.08
H 4.2177 -6.3292 5.4891 0.044 0.001 0.004 0.08
H 3.7607 0.7121 4.1673 0.122 0.294 -0.105 0.05
H -3.7807 5.2737 1.6638 -0.064 0.000 -0.040 0.08
H 3.8080 -6.3780 1.7350 -0.028 0.020 0.047 0.07
H 3.2992 -1.1810 3.2890 0.451 0.025 0.001 0.06
H 7.2688 -6.3748 -1.7108 -0.050 0.061 -0.105 0.08
H -8.9736 -2.6842 -3.1466 -0.029 -0.006 -0.122 0.08
H 0.3429 -1.5518 2.3737 0.033 0.023 -0.569 0.07
H -4.2723 0.8704 -0.1838 0.011 -0.050 -0.085 0.08
H 5.2694 -6.8644 2.5789 0.005 0.008 0.114 0.08
H 4.9423 3.8733 2.8113 0.147 -0.295 -0.226 0.09
H -7.1134 1.2841 -2.2970 0.037 0.018 -0.033 0.07
H 2.5452 -1.2191 0.8153 -0.011 0.503 0.087 0.11
H -6.2594 -0.8378 -1.2593 0.165 -0.019 -0.010 0.13
H -2.3342 2.3077 -4.8347 0.050 -0.016 0.003 0.08
H 2.5485 2.7376 2.2592 0.227 -0.130 -0.324 0.10
H -5.0562 8.8744 -0.3043 -0.036 -0.060 0.001 0.08
H 0.2841 -1.2359 0.5773 0.203 0.156 0.436 0.06
H 3.1090 -4.9892 3.6740 0.059 0.156 -0.083 0.14
H 5.7697 -4.5061 2.8345 -0.097 -0.028 -0.134 0.10
H 3.7282 2.4938 4.3143 0.098 -0.279 -0.310 0.09
H -7.8293 0.5834 0.0928 0.016 0.030 0.020 0.08
H -8.8107 0.1321 -4.3400 0.185 0.036 0.051 0.14
H 3.6867 -7.3874 3.1887 0.034 -0.005 -0.013 0.08
H -0.8529 2.2149 -3.8612 -0.016 0.150 -0.049 0.08
H 5.8017 -5.8045 4.8853 -0.043 -0.098 -0.074 0.08
H -2.6035 4.8028 -4.1918 0.033 0.007 0.011 0.08
H -3.4172 8.2969 -0.5611 0.027 -0.129 -0.003 0.08
H 4.8129 -3.6122 -2.4644 -0.039 -0.059 0.002 0.08
H -3.2156 8.1424 1.8508 -0.076 -0.041 -0.009 0.09
H -3.6127 2.9859 -2.7808 0.044 -0.069 0.209 0.12
H 4.3766 -5.6109 -1.0534 0.040 0.106 0.165 0.14
H 5.4515 -0.9518 -0.4654 0.400 0.048 0.503 0.08
```
Positions in Å, forces in eV/Å.

Computed properties:
Lowest unoccupied orbital energy (spin up / spin down) (eV): 0.64 / 0.61
Spin multiplicity: 2
Charge: 0
HOMO-LUMO gap (spin up / spin down) (eV): 8.8 / 8.8

***

What are the energy relative to the best compared isomer or geometry (same formula, charge and spin) values for these records? In order: 308.4 115.2 26.6 kcal/mol.
What are the energy values for these records? In order: -83192.4417 -15981.8016 -67779.0361 eV.